# 1
13
Properties=species:S:1:pos:R:3:lowdin_charge:R:1 method="wB97M-V/def2-TZVPD" de_lowest_ev=0.326 fmax_ev_per_a=2.2 homo_lumo_gap_ev=9.0 homo_ev=-8.785
O 0.9251 -2.8974 -1.6762 -0.468
S 1.3122 -1.7491 -0.9000 0.095
S 3.0449 -2.0535 -0.0886 0.233
C 0.0404 -1.1585 0.2668 -0.346
C -0.0277 0.3264 0.1086 -0.327
C -0.1149 0.7766 -1.3799 -0.497
S 1.4229 0.0617 -2.0259 0.677
H 0.2953 -1.6295 1.2274 0.100
H -0.9163 -1.7418 0.2482 0.124
H 0.9224 0.7649 0.5310 0.129
H -0.8659 0.6976 0.6419 0.099
H -0.9878 0.4863 -2.0395 0.095
H -0.0210 1.8806 -1.5636 0.088

# 2
11
Properties=species:S:1:pos:R:3:lowdin_charge:R:1 method="wB97M-V/def2-TZVPD" de_lowest_ev=1.459 fmax_ev_per_a=3.9 homo_lumo_gap_ev=9.6 homo_ev=-8.755
C 0.1311 -1.0401 -0.7944 -0.147
C -0.1418 0.2564 -0.0952 -1.091
S -1.9154 0.5426 0.4408 0.665
C 0.8271 0.7095 1.1847 -0.408
S 0.8919 1.6324 -0.3298 0.808
H -0.5957 -1.0935 -1.5505 0.051
H -0.0363 -1.8535 -0.1517 0.068
H 1.0988 -1.0999 -1.1994 0.066
H -2.3805 0.4499 -0.9263 -0.080
H 0.4385 1.3402 1.8949 0.005
H 1.6822 0.1560 1.5267 0.063

# 3
11
Properties=species:S:1:pos:R:3:lowdin_charge:R:1 method="wB97M-V/def2-TZVPD" de_lowest_ev=2.488 fmax_ev_per_a=6.2 homo_lumo_gap_ev=9.5 homo_ev=-8.726
C -0.2700 -1.2484 0.8291 -0.408
C 0.4476 0.2134 -0.1716 -1.049
C -0.7864 0.6205 -0.8725 -0.204
S 0.9937 -1.4765 -0.4276 0.764
S 1.4016 1.1666 0.9816 0.703
H 0.0554 -1.3436 1.9374 0.072
H -1.3077 -1.4610 0.6771 0.027
H -0.4818 1.0664 -1.9063 0.111
H -1.3028 1.5021 -0.4184 0.095
H -1.3859 -0.1769 -1.0425 0.016
H 2.6362 1.1375 0.4137 -0.128

# 4
11
Properties=species:S:1:pos:R:3:lowdin_charge:R:1 method="wB97M-V/def2-TZVPD" de_lowest_ev=2.045 fmax_ev_per_a=4.8 homo_lumo_gap_ev=9.2 homo_ev=-8.788
C 1.0603 -0.2736 -0.5423 -0.047
C -0.1229 0.1149 -0.2131 -0.460
C -1.3759 -0.5246 -0.1749 -0.157
S 1.3375 2.7785 0.9815 0.211
S -0.4796 2.2972 0.3254 0.244
H 1.9005 0.3382 -0.7731 0.034
H 1.1470 -1.4197 -0.7576 0.118
H -1.2130 -1.5265 0.2145 0.097
H -2.1066 -0.0011 0.3751 0.053
H -1.6950 -0.7143 -1.1691 0.084
H 1.8014 3.1820 -0.2491 -0.176

# 5
11
Properties=species:S:1:pos:R:3:lowdin_charge:R:1 method="wB97M-V/def2-TZVPD" de_lowest_ev=1.173 fmax_ev_per_a=3.2 homo_lumo_gap_ev=8.6 homo_ev=-8.672
C -1.0299 0.5503 -0.4540 -0.177
C 0.1000 1.1490 0.4322 -0.499
S 1.5073 -0.0246 0.5266 0.818
C 0.9949 -1.6676 0.2155 -1.094
S 2.1109 -2.8081 0.0562 0.593
H -1.4972 1.2563 -1.1038 0.049
H -0.6213 -0.2328 -1.1149 0.050
H -1.9067 0.1459 0.1427 0.097
H -0.2005 1.3444 1.4294 0.035
H 0.5929 2.1150 -0.1259 0.125
H -0.0504 -1.8277 -0.0040 0.002

# 6
10
Properties=species:S:1:pos:R:3:lowdin_charge:R:1 method="wB97M-V/def2-TZVPD" de_lowest_ev=1.441 fmax_ev_per_a=2.0 homo_lumo_gap_ev=10.4 homo_ev=-9.432
Si -0.3059 -1.1188 1.1211 0.624
C -0.2811 0.2757 -0.0718 -0.394
C -0.5875 1.2470 -0.8916 -0.089
C 0.8143 0.8444 -1.0181 -0.173
H 0.4950 -2.0716 0.2955 -0.060
H -1.7456 -1.3736 1.6440 -0.073
H 0.2993 -0.7926 2.5080 -0.072
H -1.4956 1.6325 -1.4154 0.110
H 1.1699 0.0731 -1.6725 0.065
H 1.6373 1.2839 -0.4992 0.064

# 7
13
Properties=species:S:1:pos:R:3:lowdin_charge:R:1 method="wB97M-V/def2-TZVPD" de_lowest_ev=2.959 fmax_ev_per_a=3.6 homo_lumo_gap_ev="6.9 / 6.9" homo_ev="-9.097 / -9.097"
C -0.4665 1.1093 -0.5810 -0.079
C 0.5661 -0.4803 1.1008 -0.115
C 0.4734 -0.1928 -0.4395 -0.542
N 1.6989 0.2006 -1.0761 -0.495
Br 2.9030 1.1949 -0.3710 0.756
Br 4.8572 -0.1317 0.7024 -0.133
H -1.4977 0.8421 -0.2369 0.080
H -0.0910 1.7717 0.2272 0.068
H -0.3635 1.3326 -1.6677 0.079
H 0.9789 0.2664 1.7089 0.017
H 1.3623 -1.2735 1.3208 0.088
H -0.4687 -0.7694 1.6138 0.122
H 0.1426 -1.0595 -1.1333 0.154

# 8
14
Properties=species:S:1:pos:R:3:lowdin_charge:R:1 method="wB97M-V/def2-TZVPD" de_lowest_ev=3.956 fmax_ev_per_a=5.4 homo_lumo_gap_ev=5.1 homo_ev=-8.461
Cu 6.1326 21.8078 13.4167 0.611
Br 7.3042 18.3623 12.7382 -0.608
C 8.8423 13.3934 13.9989 -0.331
O 8.7960 12.3585 13.2631 -0.059
N 9.2081 13.3451 15.2535 -0.189
C 9.3880 14.6540 15.9358 -0.039
C 9.4560 12.1322 16.0349 -0.033
H 8.7482 14.3961 13.5540 0.137
H 10.4510 14.8950 15.9449 0.083
H 9.1400 14.4500 16.9774 0.078
H 8.9100 15.5510 15.5422 0.087
H 9.2936 11.2154 15.4682 0.086
H 10.3877 12.0231 16.5901 0.089
H 8.6254 12.1761 16.7394 0.087

What did the eighth record say?
14
Properties=species:S:1:pos:R:3:lowdin_charge:R:1 method="wB97M-V/def2-TZVPD" de_lowest_ev=3.956 fmax_ev_per_a=5.4 homo_lumo_gap_ev=5.1 homo_ev=-8.461
Cu 6.1326 21.8078 13.4167 0.611
Br 7.3042 18.3623 12.7382 -0.608
C 8.8423 13.3934 13.9989 -0.331
O 8.7960 12.3585 13.2631 -0.059
N 9.2081 13.3451 15.2535 -0.189
C 9.3880 14.6540 15.9358 -0.039
C 9.4560 12.1322 16.0349 -0.033
H 8.7482 14.3961 13.5540 0.137
H 10.4510 14.8950 15.9449 0.083
H 9.1400 14.4500 16.9774 0.078
H 8.9100 15.5510 15.5422 0.087
H 9.2936 11.2154 15.4682 0.086
H 10.3877 12.0231 16.5901 0.089
H 8.6254 12.1761 16.7394 0.087